The following is a quantum chemistry calculation of 2 unconnected molecules or ions with the total composition C6H3N5O in a non-equilibrium geometry, from the OMol25 dataset.

Geometry as XYZ:
```
15
Properties=species:S:1:pos:R:3:forces:R:3:lowdin_charge:R:1
N 1.2419 2.2782 -2.1253 -2.2182 -3.1317 2.6408 0.110
H 1.6667 2.9145 -2.7067 0.9452 1.3776 -1.1823 0.041
N 1.1716 -1.2378 1.0336 -0.0083 1.7084 -0.7052 0.089
C 0.3639 -0.0650 0.7963 -0.6965 -4.2413 1.0225 -0.248
O -3.9878 0.5687 -0.9833 -2.5200 0.7878 -1.4892 0.199
C -2.9773 0.2389 -0.5777 2.9782 -1.0362 1.9762 -0.299
N -1.9865 -0.0318 0.0436 0.1640 0.3007 -0.3113 0.223
C 0.6564 1.4874 -1.4618 1.3316 2.1609 -2.1472 0.028
H 1.8822 -1.2231 1.7234 0.9161 -0.1341 0.2059 0.136
N -0.5842 -2.0040 0.0009 -0.7570 0.8992 0.0292 0.115
C 0.5945 -2.3195 0.4656 0.6065 -0.5912 0.2178 -0.194
H 1.1475 -3.3420 0.3760 -1.3654 2.1257 0.3087 0.159
C -0.7906 -0.6396 0.2979 0.5056 -1.1432 -1.0324 -0.298
C 0.6795 1.1719 1.3349 0.0157 0.8430 0.4400 -0.233
N 0.9221 2.2030 1.7825 0.1025 0.0745 0.0265 0.172
```
Forces are in eV/Å.

- spin multiplicity = 1
- E_HOMO (eV) = -8.938
- frontier orbital gap (eV) = 9.48
- LUMO level (Ha) = 0.0198